## P
C20H21N3O3S | ωB97M-V/def2-TZVPD

E_LUMO: -0.52 eV
M: 383.473 g/mol
HOMO level: -8.4 eV
gap between HOMO and LUMO: 7.85 eV

```
! RIJCOSX wB97M-V def2-TZVPD def2/J DEFGRID3
* xyz 0 1
S -2.74 -0.66 0.58
O -1.52 -1.39 0.31
O -3.75 -1.30 1.35
O 3.45 0.43 0.12
N -1.26 2.72 0.38
N 1.57 -0.76 0.56
N -2.21 0.78 1.22
C -0.38 2.96 -0.76
C 0.54 1.70 1.71
C 1.42 1.67 0.46
C 3.00 -4.67 0.18
C 0.62 1.80 -0.84
C 3.95 -1.57 2.11
C -4.56 0.43 -2.94
C 1.83 -4.28 -0.46
C -2.09 1.65 0.27
C -2.90 1.38 -0.94
C 2.09 -2.07 0.47
C 1.38 -2.98 -0.31
C -3.33 2.25 -1.94
C 2.26 0.38 0.37
C -4.17 -0.43 -1.93
C -0.52 2.80 1.63
C 3.23 -2.47 1.16
C 3.67 -3.78 0.99
C -3.35 0.07 -0.94
C -4.16 1.76 -2.93
H 0.46 -2.66 -0.78
H -3.06 3.30 -1.92
H -5.20 0.07 -3.73
H 0.01 0.75 1.84
H 1.31 1.96 -1.67
H 0.13 3.91 -0.59
H 3.37 -5.68 0.06
H -0.06 3.79 1.66
H 4.63 -2.13 2.74
H 1.28 -4.98 -1.06
H 0.06 0.88 -1.03
H -1.22 2.70 2.45
H 4.56 -4.10 1.51
H -0.95 3.02 -1.68
H -4.50 2.43 -3.71
H 2.14 2.50 0.50
H 4.52 -0.82 1.56
H -4.50 -1.46 -1.90
H 1.16 1.86 2.59
H 3.23 -1.03 2.74
H 0.55 -0.74 0.53
*
```

## Q
C20H21N3O3S | ωB97M-V/def2-TZVPD

E_LUMO: -0.04 eV
SMILES: CC(=O)c1cccc(S(=O)(=O)N2CCC(c3nc4ccccc4[nH]3)CC2)c1
M: 383.473 g/mol
HOMO level: -8.6 eV
gap between HOMO and LUMO: 8.57 eV

```
! RIJCOSX wB97M-V def2-TZVPD def2/J DEFGRID3
* xyz 0 1
S 3.03 -2.06 -0.40
O 3.35 -3.15 0.47
O 3.34 -2.19 -1.80
O 4.28 4.15 -0.15
N -3.92 -1.37 0.26
N 1.41 -1.62 -0.29
N -2.77 0.52 0.05
C -6.14 2.04 0.00
C 0.92 -1.64 1.07
C -0.41 -0.90 1.13
C 0.53 -2.30 -1.21
C -6.87 0.85 0.14
C 4.93 1.76 1.12
C -6.24 -0.37 0.23
C -0.82 -1.58 -1.24
C 4.68 -0.61 1.28
C 3.46 0.62 -0.40
C -2.69 -0.77 0.16
C 3.72 3.15 -0.55
C 4.03 1.81 0.05
C 2.70 3.18 -1.65
C -4.11 0.82 0.06
C -1.42 -1.55 0.18
C -4.77 2.04 -0.04
C -4.86 -0.37 0.19
C 3.79 -0.56 0.22
C 5.26 0.57 1.73
H 2.76 0.59 -1.21
H 5.96 0.55 2.55
H -0.68 -0.55 -1.57
H 2.57 4.20 -1.99
H -7.95 0.90 0.16
H 1.01 -2.28 -2.19
H -1.49 -2.08 -1.93
H 0.82 -2.67 1.43
H -0.79 -0.93 2.16
H -1.63 -2.57 0.50
H 3.04 2.57 -2.49
H -4.20 2.96 -0.14
H 1.67 -1.13 1.69
H -0.28 0.14 0.84
H -6.68 2.97 -0.07
H -4.10 -2.36 0.35
H 0.38 -3.35 -0.91
H -6.81 -1.29 0.33
H 5.37 2.69 1.45
H 1.75 2.78 -1.30
H 4.91 -1.57 1.72
*
```

Energies relative to the most stable structure are P 0.303; Q 0.000, reported in eV.

## P
C4H5FN2 | ωB97M-V/def2-TZVPD

E_LUMO: 0.75 eV
SMILES: Cn1cncc1F
M: 100.096 g/mol
HOMO level: -8.9 eV
gap between HOMO and LUMO: 9.68 eV

```
! RIJCOSX wB97M-V def2-TZVPD def2/J DEFGRID3
* xyz 0 1
F 0.94 1.90 -0.16
N -2.10 -0.06 -0.09
N 0.07 -0.22 0.01
C -1.07 -0.85 -0.15
C -0.16 1.14 -0.03
C 1.46 -0.74 0.00
C -1.54 1.29 0.02
H -2.11 2.06 0.47
H 2.01 -0.44 0.94
H 2.05 -0.35 -0.83
H 1.63 -1.84 0.10
H -1.19 -1.89 -0.27
*
```

## Q
C4H5FN2 | ωB97M-V/def2-TZVPD

E_LUMO: 0.75 eV
M: 100.096 g/mol
HOMO level: -8.7 eV
gap between HOMO and LUMO: 9.40 eV

```
! RIJCOSX wB97M-V def2-TZVPD def2/J DEFGRID3
* xyz 0 1
F 1.07 2.36 -0.22
N 2.77 -0.67 -0.17
N 3.63 -1.34 -0.09
C -0.54 0.74 -0.25
C -1.54 -0.13 0.58
C -0.53 -0.82 -0.28
C 0.60 1.30 0.40
H -0.83 -1.13 -1.22
H -0.97 1.03 -1.17
H -2.58 0.18 0.45
H -1.21 -0.19 1.70
H 0.14 -1.32 0.29
*
```

## R
C4H5FN2 | ωB97M-V/def2-TZVPD

E_LUMO: 0.46 eV
M: 100.096 g/mol
HOMO level: -8.1 eV
gap between HOMO and LUMO: 8.52 eV

```
! RIJCOSX wB97M-V def2-TZVPD def2/J DEFGRID3
* xyz 0 1
F 0.03 2.14 0.15
N -0.17 1.14 -1.88
N -0.50 1.03 -2.99
C 0.11 -0.36 1.35
C 0.25 1.12 -0.65
C 0.62 -0.12 -0.08
C -0.52 -1.10 0.26
H 1.66 -0.58 -0.33
H 0.75 -0.82 2.13
H -1.54 -0.77 -0.12
H -0.26 -2.23 0.27
H -0.42 0.54 1.88
*
```

## S
C4H5FN2 | ωB97M-V/def2-TZVPD

E_LUMO: -0.46 eV
M: 100.096 g/mol
HOMO level: -8.8 eV
gap between HOMO and LUMO: 8.38 eV

```
! RIJCOSX wB97M-V def2-TZVPD def2/J DEFGRID3
* xyz 0 1
F -4.32 0.37 0.23
N 0.96 -1.24 -0.21
N 0.90 0.95 -0.26
C 0.41 -0.20 -0.77
C 1.82 0.61 0.69
C -3.35 -0.50 0.10
C 1.85 -0.76 0.70
H -3.36 -0.80 -0.97
H 2.36 1.34 1.24
H 0.62 1.89 -0.51
H -0.33 -0.24 -1.54
H 2.44 -1.42 1.30
*
```

Energies relative to the most stable structure are P 0.000; Q 2.094; R 2.611; S 2.676, reported in eV.

## P
H15O7 | ωB97M-V/def2-TZVPD

E_LUMO: -3.32 eV
M: 127.113 g/mol
HOMO level: -14.9 eV
gap between HOMO and LUMO: 11.60 eV

```
! RIJCOSX wB97M-V def2-TZVPD def2/J DEFGRID3
* xyz 1 1
O -0.21 1.05 -1.52
O 2.22 0.68 -0.21
O -0.82 0.73 1.20
O 0.62 -1.07 0.39
O -2.46 -1.79 0.50
O 0.91 2.34 0.89
O -0.41 -1.47 -1.80
H 1.73 1.61 0.38
H 1.23 2.91 1.57
H -0.69 1.09 -0.61
H 3.16 0.76 -0.11
H -0.36 -2.09 -2.49
H 0.85 -1.86 0.95
H -3.04 -1.54 -0.31
H -0.24 -0.30 0.95
H -0.02 1.61 1.19
H 0.16 -1.48 -0.59
H -3.07 -2.15 1.15
H -1.38 0.82 1.97
H 1.61 -0.35 0.04
H 0.77 1.04 -1.33
H -0.54 -0.55 -2.22
*
```

## Q
H15O7 | ωB97M-V/def2-TZVPD

E_LUMO: -3.34 eV
M: 127.113 g/mol
HOMO level: -15.1 eV
gap between HOMO and LUMO: 11.81 eV

```
! RIJCOSX wB97M-V def2-TZVPD def2/J DEFGRID3
* xyz 1 1
O -7.66 -4.66 14.55
O -11.88 -6.29 11.78
O -9.27 -6.60 12.92
O -11.60 -2.58 12.95
O -8.68 -3.75 12.13
O -10.45 -4.67 14.47
O -9.52 -1.98 15.23
H -11.64 -7.21 11.63
H -7.62 -4.55 13.58
H -10.22 -5.37 13.77
H -11.41 -1.68 13.21
H -9.17 -7.04 12.08
H -9.74 -1.34 14.57
H -9.21 -2.96 11.91
H -11.10 -4.05 14.02
H -12.81 -6.21 11.42
H -9.76 -4.12 14.98
H -11.93 -2.67 12.05
H -7.27 -3.84 14.81
H -8.53 -6.98 13.36
H -9.06 -4.34 11.51
H -8.59 -1.99 15.26
*
```

Energies relative to the most stable structure are P 0.654; Q 0.000, reported in eV.

## P
C32H31LaNP2S9 | ωB97M-V/def2-TZVPD

E_LUMO: 1.95 eV
M: 919.064 g/mol
HOMO level: -4.0 eV
gap between HOMO and LUMO: 5.92 eV

```
! RIJCOSX wB97M-V def2-TZVPD def2/J DEFGRID3
* xyz -1 1
La -0.40 -0.12 -0.53
S -3.13 -0.21 -0.08
S 1.87 1.00 -7.84
S 1.11 -0.82 -5.61
S -1.31 2.58 0.61
S 0.51 1.96 -5.36
S -1.88 -2.35 3.67
S 0.09 -1.57 -2.90
S -0.67 1.75 -2.62
S -0.04 -2.86 0.70
P 2.59 -1.42 -0.75
P 2.08 1.74 -0.75
N -0.09 -0.14 2.10
C 3.01 0.99 -2.15
C 0.09 0.98 -3.98
C -5.52 2.86 -1.08
C 1.90 3.51 -1.21
C 3.29 -0.39 -2.10
C 1.86 -0.43 3.43
C -1.52 -3.71 1.25
C -3.42 -4.29 2.56
C -2.28 -3.47 2.42
C -0.27 1.07 2.65
C 4.03 -0.96 -3.14
C 3.45 1.74 -3.23
C -2.98 2.59 -0.03
C 1.19 0.73 -6.36
C -3.03 -5.45 0.49
C 4.04 -1.59 0.40
C -3.69 1.42 -0.33
C 1.74 0.85 3.92
C 4.46 -0.20 -4.21
C -1.53 1.79 2.27
C 0.87 -2.38 2.20
C 3.50 1.99 0.42
C 4.16 1.15 -4.27
C -3.52 3.86 -0.26
C 2.72 -3.13 -1.40
C 0.38 -0.34 -4.09
C 0.91 -0.91 2.54
C -4.99 1.61 -0.84
C 0.63 1.60 3.56
C -1.89 -4.69 0.32
C -3.80 -5.24 1.64
C -4.78 4.00 -0.80
H 4.46 1.74 -5.12
H 0.45 2.59 3.98
H -4.02 -4.13 3.45
H 0.36 -2.88 3.03
H 3.21 2.79 -3.29
H 5.00 -0.67 -5.03
H 3.93 -2.54 0.92
H 3.91 1.04 0.74
H -1.76 2.58 2.98
H -4.69 -5.83 1.82
H 4.29 2.56 -0.07
H -2.92 4.73 -0.02
H 4.98 -1.60 -0.16
H 2.28 -3.80 -0.67
H 2.67 -1.08 3.75
H 4.25 -2.02 -3.12
H 3.14 2.53 1.29
H -1.28 -4.83 -0.56
H 3.76 -3.42 -1.55
H -5.19 4.99 -0.98
H 1.22 3.61 -2.05
H -5.57 0.72 -1.07
H -2.34 1.08 2.18
H 1.88 -2.78 2.10
H 2.87 3.96 -1.43
H 2.47 1.26 4.61
H 2.16 -3.22 -2.33
H 4.08 -0.81 1.15
H -3.32 -6.19 -0.24
H 1.46 4.01 -0.35
H -6.51 2.95 -1.51
*
```

## Q
C32H31LaNP2S9 | ωB97M-V/def2-TZVPD

E_LUMO: 1.93 eV
M: 919.064 g/mol
HOMO level: -3.7 eV
gap between HOMO and LUMO: 5.66 eV

```
! RIJCOSX wB97M-V def2-TZVPD def2/J DEFGRID3
* xyz -1 1
La -0.36 -0.89 0.27
S 2.10 -2.26 -0.03
S 1.08 -0.28 -2.47
S -1.30 -2.75 2.15
S -1.33 -2.98 -1.41
S -5.18 -6.85 0.65
S -3.42 -4.81 1.93
S -1.54 1.13 2.20
S -3.33 -0.45 -0.19
S -3.45 -4.99 -0.91
P 1.74 2.35 -0.22
P 2.00 0.94 2.41
N -1.07 1.38 -1.06
C -1.31 1.17 -2.35
C 3.14 1.65 3.69
C -5.30 1.25 3.58
C -2.32 -3.81 -0.24
C 4.37 -0.31 1.38
C -2.70 3.11 -1.02
C 1.63 -0.65 3.30
C -0.64 0.01 -3.05
C -3.30 0.87 2.27
C 2.14 -4.17 -1.96
C 1.84 -2.83 -1.67
C 4.09 0.95 -1.09
C -5.42 0.15 1.43
C -1.75 2.33 -0.39
C -1.44 2.57 1.06
C 3.29 0.54 1.15
C 1.17 -2.57 -4.00
C -6.04 0.66 2.56
C 3.17 1.21 -0.09
C 1.90 3.13 -1.89
C 2.47 3.79 0.71
C -3.94 1.35 3.42
C -2.24 1.95 -3.05
C 5.29 -0.55 0.37
C -4.07 -5.62 0.56
C 5.14 0.06 -0.87
C -2.95 2.91 -2.37
C 1.36 -2.03 -2.72
C 1.92 -4.70 -3.22
C -2.31 -3.73 1.10
C -4.02 0.23 1.25
C 1.42 -3.90 -4.25
H 3.50 3.95 0.40
H -1.21 -0.90 -2.86
H -5.79 1.63 4.47
H 3.99 1.41 -2.07
H -0.39 2.87 1.16
H -3.69 3.51 -2.89
H 4.47 -0.82 2.33
H 1.25 -4.31 -5.23
H 2.39 -1.40 3.12
H 3.80 0.87 4.08
H 6.11 -1.23 0.54
H -2.08 3.34 1.47
H 0.66 -1.08 3.02
H -3.33 1.81 4.20
H 1.74 2.41 -2.69
H 1.12 3.89 -1.95
H 2.44 3.63 1.78
H 1.57 -0.42 4.36
H 0.81 -1.93 -4.79
H 5.84 -0.15 -1.66
H 2.52 -4.78 -1.16
H -3.25 3.85 -0.45
H -2.41 1.76 -4.10
H 2.56 2.07 4.51
H 3.75 2.44 3.26
H -7.12 0.58 2.65
H 2.14 -5.74 -3.40
H -0.63 0.20 -4.13
H -5.99 -0.33 0.65
H 2.87 3.61 -2.02
H 1.88 4.68 0.48
*
```

Energies relative to the most stable structure are P 0.000; Q 0.502, reported in eV.

## P
C5H12NOS | ωB97M-V/def2-TZVPD

E_LUMO: -3.94 eV
SMILES: CSCC[C@H]([NH3+])C=O
M: 134.224 g/mol
HOMO level: -12.3 eV
gap between HOMO and LUMO: 8.31 eV

```
! RIJCOSX wB97M-V def2-TZVPD def2/J DEFGRID3
* xyz 1 1
S 0.92 1.55 0.84
O 0.64 -3.41 -0.53
N -0.02 -1.29 -2.20
C 0.31 3.25 1.50
C -0.82 -0.74 0.14
C 0.40 -1.00 -0.81
C 1.05 -2.33 -0.29
C -0.71 0.52 1.18
H 0.82 3.64 2.28
H -1.68 1.13 1.15
H -1.65 -0.43 -0.43
H -0.65 3.24 2.10
H 0.21 3.84 0.57
H 0.85 -1.65 -2.79
H -0.40 -0.42 -2.72
H 1.08 -0.15 -0.92
H -0.60 -2.29 -2.22
H -1.22 -1.63 0.71
H 2.01 -2.10 0.31
H -0.55 0.27 2.13
*
```

## Q
C5H12NOS | ωB97M-V/def2-TZVPD

E_LUMO: -3.84 eV
M: 134.224 g/mol
HOMO level: -12.5 eV
gap between HOMO and LUMO: 8.67 eV

```
! RIJCOSX wB97M-V def2-TZVPD def2/J DEFGRID3
* xyz 1 1
S -2.38 0.09 -0.44
O -0.07 -1.62 -0.99
N 1.03 -0.03 0.18
C 0.47 -1.45 0.12
C 0.29 1.00 -0.73
C -1.14 1.53 -0.39
C 2.42 -0.32 -0.07
C -2.15 -0.48 1.27
H 2.60 -1.10 -0.83
H 3.11 0.45 -0.47
H -2.97 -1.23 1.52
H -1.35 2.17 -1.22
H 0.11 0.60 -1.76
H -2.08 0.45 1.95
H -0.45 -2.56 -1.25
H 2.86 -0.66 0.91
H 0.91 0.28 1.14
H -1.23 -0.97 1.24
H 1.01 1.84 -0.70
H -0.99 2.02 0.53
*
```

Energies relative to the most stable structure are P 0.000; Q 1.263, reported in eV.

## P
CH8NO | ωB97M-V/def2-TZVPD

E_LUMO: -4.18 eV
M: 50.081 g/mol
HOMO level: -15.2 eV
gap between HOMO and LUMO: 11.02 eV

```
! RIJCOSX wB97M-V def2-TZVPD def2/J DEFGRID3
* xyz 1 1
O 0.80 0.11 -0.71
N -1.99 -0.03 0.09
C 1.89 0.13 0.29
H -2.70 0.09 -0.69
H -1.03 0.00 -0.44
H -2.13 -1.01 0.50
H 2.71 -0.59 0.00
H 2.20 1.10 0.51
H -2.38 0.64 0.87
H 1.42 -0.32 1.15
H 1.21 -0.12 -1.56
*
```

## Q
CH8NO | ωB97M-V/def2-TZVPD

E_LUMO: -3.88 eV
M: 50.081 g/mol
HOMO level: -15.7 eV
gap between HOMO and LUMO: 11.80 eV

```
! RIJCOSX wB97M-V def2-TZVPD def2/J DEFGRID3
* xyz 1 1
O -0.20 -0.07 -0.92
N -0.29 -1.17 1.36
C 0.27 1.35 -0.97
H -0.65 1.92 -0.92
H -0.38 -1.99 0.76
H -0.97 -1.21 2.12
H 1.06 1.49 -0.19
H -0.33 -0.33 0.71
H 0.83 1.47 -1.91
H 0.65 -1.09 1.77
H 0.00 -0.36 -1.82
*
```

Energies relative to the most stable structure are P 0.210; Q 0.000, reported in eV.